# 1
Computed, not measured: a structure of composition C31H63BaGeN4OP3S, with ωB97M-V with the def2-TZVPD basis set.

Its total charge is +2. The value obtained for the largest force on an atom is 0.611 eV Å⁻¹. The orbital gap comes out at 8.89 eV. The HOMO energy comes out at -13.66 eV. As for the relative energy (zero: lowest compared OMol25 entry of this formula, charge and spin): 1.5 kcal/mol.

Each line ends with the Löwdin charge.
Cartesian coordinates (Å):
1 Ba -0.0766 -0.3398 -0.1701  1.517
2 S 2.6511 -1.2657 -1.3345  0.518
3 C 1.6000 -2.1101 -2.4983  -0.736
4 C 2.1107 -2.5420 -3.7175  -0.065
5 C 1.2557 -3.1791 -4.6010  -0.023
6 C -0.0769 -3.3497 -4.2516  -0.033
7 C -0.5057 -2.8621 -3.0345  -0.136
8 N 0.3078 -2.2448 -2.1626  -0.140
9 H 3.1543 -2.3833 -3.9487  0.118
10 H 1.6281 -3.5365 -5.5522  0.126
11 H -0.7725 -3.8461 -4.9131  0.119
12 H -1.5397 -2.9691 -2.7277  0.111
13 C 3.3954 2.0963 1.6799  -0.261
14 P 1.7223 2.1467 0.9439  0.732
15 C 1.8163 3.6481 -0.1009  -0.270
16 C 0.6864 2.7667 2.3407  -0.426
17 C 0.6137 1.7965 3.5256  -0.419
18 P -0.2068 0.1815 3.1543  0.748
19 C 0.3327 -0.8132 4.5901  -0.269
20 C -1.9527 0.5408 3.5873  -0.274
21 H 3.6414 3.0430 2.1641  0.061
22 H 4.1282 1.8994 0.8965  0.050
23 H 3.4672 1.2894 2.4107  0.016
24 H 0.8377 3.8589 -0.5365  0.023
25 H 2.5206 3.4752 -0.9151  0.047
26 H 2.1456 4.5150 0.4734  0.056
27 H -0.3141 2.9567 1.9343  0.066
28 H 1.0844 3.7287 2.6731  0.093
29 H 0.0774 2.2613 4.3563  0.093
30 H 1.6178 1.5729 3.8948  0.071
31 H 0.1494 -0.2782 5.5232  0.061
32 H 1.3976 -1.0346 4.5086  0.010
33 H -0.2100 -1.7585 4.6138  0.050
34 H -2.0354 0.9797 4.5824  0.056
35 H -2.5308 -0.3838 3.5626  0.045
36 H -2.3834 1.2279 2.8566  0.017
37 C 4.9152 -5.6052 1.5969  -0.106
38 C 3.8154 -6.4280 0.9322  -0.254
39 C 2.5339 -5.6493 0.6491  -0.275
40 C 2.6288 -4.6048 -0.4766  -0.319
41 Ge 3.5705 -2.9607 -0.0373  0.762
42 C 3.2668 -2.2743 1.7695  -0.346
43 C 4.5665 -1.8800 2.4830  -0.287
44 C 4.3381 -1.4009 3.9176  -0.265
45 C 3.8747 -2.5092 4.8598  -0.104
46 H 5.7533 -6.2359 1.8910  0.085
47 H 4.5367 -5.1204 2.5010  0.069
48 H 5.3211 -4.8400 0.9296  0.039
49 H 3.5628 -7.2653 1.5847  0.113
50 H 4.1855 -6.8646 0.0005  0.114
51 H 2.1871 -5.1846 1.5785  0.097
52 H 1.7557 -6.3579 0.3572  0.112
53 H 1.6211 -4.2906 -0.7668  0.052
54 H 3.0911 -5.0336 -1.3682  0.080
55 H 5.0362 -2.8631 -0.4632  -0.009
56 H 2.7221 -3.0431 2.3224  0.056
57 H 2.6094 -1.4001 1.6964  0.026
58 H 5.0670 -1.0945 1.9105  0.104
59 H 5.2548 -2.7281 2.5029  0.099
60 H 3.6100 -0.5802 3.9136  0.076
61 H 5.2711 -0.9804 4.2977  0.115
62 H 2.9126 -2.9327 4.5635  0.057
63 H 3.7713 -2.1364 5.8789  0.080
64 H 4.6033 -3.3223 4.8796  0.081
65 O -1.8500 1.1835 -0.6330  -0.649
66 P -2.7707 1.9757 -1.5346  0.523
67 N -1.8912 2.5174 -2.8078  -0.191
68 C -2.4672 3.3123 -3.9059  -0.177
69 C -1.2526 3.5636 -4.7893  -0.151
70 C -0.5035 2.2270 -4.7331  -0.145
71 C -0.8026 1.6688 -3.3276  -0.196
72 N -4.0048 0.9941 -1.9657  -0.188
73 C -5.1961 1.4398 -2.7085  -0.183
74 C -6.3391 0.7377 -1.9859  -0.157
75 C -5.7380 -0.6222 -1.6132  -0.146
76 C -4.2304 -0.3576 -1.4159  -0.177
77 N -3.4397 3.3363 -0.9354  -0.186
78 C -4.4643 3.2495 0.1236  -0.174
79 C -3.7968 3.9259 1.3161  -0.157
80 C -3.0380 5.0887 0.6694  -0.146
81 C -2.6611 4.5848 -0.7413  -0.159
82 H -2.9232 4.2230 -3.5241  0.109
83 H -3.2271 2.7452 -4.4554  0.118
84 H -0.6461 4.3628 -4.3615  0.118
85 H -1.5290 3.8460 -5.8027  0.120
86 H 0.5651 2.3442 -4.9019  0.113
87 H -0.8852 1.5480 -5.4955  0.115
88 H 0.0703 1.7434 -2.6687  0.092
89 H -1.0998 0.6133 -3.3878  0.103
90 H -5.1408 1.1075 -3.7490  0.121
91 H -5.2753 2.5255 -2.6963  0.113
92 H -7.2267 0.6444 -2.6083  0.120
93 H -6.6117 1.2975 -1.0900  0.107
94 H -5.8896 -1.3374 -2.4210  0.114
95 H -6.1918 -1.0379 -0.7160  0.113
96 H -3.6378 -1.1010 -1.9572  0.101
97 H -3.9399 -0.3931 -0.3649  0.100
98 H -4.7469 2.2148 0.3132  0.111
99 H -5.3586 3.7990 -0.1806  0.129
100 H -3.0961 3.2264 1.7800  0.087
101 H -4.5086 4.2522 2.0719  0.120
102 H -2.1590 5.3797 1.2424  0.108
103 H -3.6833 5.9628 0.5933  0.116
104 H -1.5952 4.3870 -0.8458  0.095
105 H -2.9366 5.3198 -1.4976  0.112



# 2
Computed, not measured: a cluster of 13 separate species, C31H63F3N5O9S4 in total at a distorted geometry, with ωB97M-V with the def2-TZVPD basis set.

Its total charge is -1. The value obtained for the largest force on an atom is 4.793 eV Å⁻¹. The orbital gap comes out at 7.28 eV. The HOMO energy comes out at -5.93 eV. As for the relative energy (zero: lowest compared OMol25 entry of this formula, charge and spin): 40.2 kcal/mol.

Each line ends with the Löwdin charge.
Cartesian coordinates (Å):
1 C -1.3621 -0.0420 0.9296  -0.378
2 O -0.1026 -0.7991 1.0209  -0.143
3 O -1.1383 1.2699 1.4611  -0.251
4 C -2.0242 -0.1582 -0.4947  -0.563
5 F -1.2967 0.3928 -1.4702  0.110
6 F -2.2305 -1.4515 -0.8927  0.088
7 F -3.2142 0.4086 -0.4927  0.133
8 C 1.1054 -0.3363 0.3761  -0.249
9 C 2.2684 -1.3334 0.5564  -0.066
10 H 2.1835 -2.2219 -0.0693  0.045
11 H 3.1790 -0.8596 0.1901  0.054
12 H 2.3388 -1.6090 1.6087  0.058
13 H 1.4009 0.6636 0.6936  0.086
14 H 0.9803 -0.3434 -0.7066  0.078
15 H -1.9531 -0.6405 1.6229  0.122
16 C -0.2683 -3.5391 -0.7801  -0.060
17 C -1.0207 -3.8592 0.4688  -0.265
18 N -1.5977 -4.1102 1.4225  0.139
19 H 0.6903 -4.0422 -0.6537  0.064
20 H -0.0572 -2.4773 -0.9075  0.050
21 H -0.7364 -3.9423 -1.6781  0.083
22 C -4.1501 1.9929 2.7392  -0.058
23 C -4.7076 2.8977 1.7281  -0.253
24 N -5.1945 3.6650 0.9960  0.122
25 H -3.9886 0.9688 2.4028  0.049
26 H -4.7902 2.0704 3.6181  0.084
27 H -3.1489 2.3388 2.9965  0.075
28 C -2.5315 3.6031 -1.0210  -0.061
29 C -1.9991 4.4086 -2.1588  -0.283
30 N -1.5817 4.9389 -3.0672  0.115
31 H -3.4958 4.0335 -0.7508  0.044
32 H -1.9453 3.4901 -0.1090  0.072
33 H -2.5529 2.5687 -1.3638  0.051
34 C 1.3478 -0.2303 3.9659  -0.052
35 C 1.0926 0.4286 5.2689  -0.287
36 N 0.8059 0.8656 6.2834  0.118
37 H 1.9741 0.4756 3.4205  0.066
38 H 0.3291 -0.3213 3.5888  0.077
39 H 1.8452 -1.1896 4.1087  0.075
40 C 3.9236 -4.7554 1.0915  -0.046
41 C 3.0545 -4.5214 2.3218  -0.272
42 N 2.3925 -4.3526 3.2461  0.135
43 H 3.5089 -5.6259 0.5831  0.078
44 H 4.9696 -4.8663 1.3773  0.073
45 H 3.7251 -3.8151 0.5772  0.040
46 C -8.7334 0.2505 -1.4804  -0.249
47 S -7.4254 -0.5024 -2.5796  0.825
48 O -7.5762 -0.0585 -4.0342  -0.582
49 C -6.0917 0.5030 -1.8516  -0.272
50 H -8.6508 1.3352 -1.4116  0.047
51 H -8.5487 -0.1212 -0.4725  0.016
52 H -9.7483 0.0042 -1.7925  0.044
53 H -5.1555 0.1837 -2.3095  0.021
54 H -5.9374 0.4086 -0.7768  0.040
55 H -6.3264 1.5186 -2.1703  0.058
56 C 7.8626 -2.9725 -0.9034  -0.267
57 S 7.4895 -1.5419 -1.9953  0.860
58 O 7.7486 -2.0610 -3.4151  -0.595
59 C 5.5925 -1.6869 -1.7483  -0.231
60 H 7.7680 -3.9061 -1.4578  0.059
61 H 7.1728 -2.8833 -0.0641  0.027
62 H 8.8765 -2.8612 -0.5189  0.041
63 H 5.3910 -1.3196 -0.7420  0.016
64 H 5.2930 -2.7342 -1.7880  0.044
65 H 5.0390 -1.1416 -2.5127  0.042
66 C -2.5190 -0.1662 -4.2631  -0.231
67 S -1.9726 -0.4363 -6.0594  0.842
68 O -3.2231 -0.3376 -6.9067  -0.588
69 C -1.1202 1.2221 -6.2453  -0.249
70 H -1.9036 0.5615 -3.7340  0.021
71 H -2.5762 -1.1196 -3.7379  0.036
72 H -3.4989 0.3103 -4.2922  0.049
73 H -0.7842 1.4736 -7.2512  0.046
74 H -0.2771 1.2264 -5.5544  0.021
75 H -1.7461 2.0740 -5.9796  0.055
76 C -4.9053 -1.6619 1.8226  -0.252
77 S -6.2121 -2.7207 1.0483  0.864
78 O -7.3215 -1.8094 0.5228  -0.596
79 C -5.2656 -3.2522 -0.4646  -0.234
80 H -4.6338 -0.8462 1.1525  0.018
81 H -3.9902 -2.1723 2.1231  0.048
82 H -5.3139 -1.1547 2.6966  0.046
83 H -5.0587 -2.3633 -1.0605  0.030
84 H -5.8308 -3.9198 -1.1149  0.050
85 H -4.3099 -3.7060 -0.2025  0.035
86 C 1.8443 0.7633 -3.2487  -0.024
87 C 1.8289 2.2612 -3.0137  -0.477
88 O 2.5649 2.9727 -3.6723  0.056
89 C 1.2757 2.8125 -1.7513  -0.003
90 H 2.1064 0.4311 -4.2533  0.081
91 H 0.8473 0.3565 -3.0797  0.057
92 H 2.5503 0.2076 -2.6316  0.072
93 H 0.6148 1.9890 -1.4809  0.053
94 H 0.6464 3.6992 -1.8291  0.077
95 H 2.1296 2.8672 -1.0761  0.085
96 C 5.4722 -0.7880 2.9769  -0.030
97 C 5.3350 0.1494 4.1450  -0.474
98 O 4.6588 -0.0817 5.1255  0.078
99 C 6.1349 1.4523 4.0880  -0.023
100 H 5.2734 -0.3524 1.9977  0.073
101 H 4.9045 -1.7086 3.1125  0.069
102 H 6.4556 -1.2575 2.9516  0.079
103 H 5.6615 2.2752 3.5524  0.070
104 H 7.2095 1.3621 3.9290  0.074
105 H 6.1993 1.8132 5.1145  0.079
106 C 0.8443 4.1172 3.2632  -0.025
107 C 2.1932 3.5290 3.1765  -0.497
108 O 2.8868 3.3704 4.1605  0.056
109 C 2.7464 3.3618 1.7416  -0.011
110 H 0.5015 4.3194 4.2780  0.088
111 H 0.1342 3.3474 2.9612  0.080
112 H 0.7435 5.0206 2.6616  0.088
113 H 2.2576 2.5073 1.2736  0.051
114 H 3.8301 3.2552 1.7896  0.070
115 H 2.5448 4.2941 1.2140  0.081



> Number 2 is which compound?

C31H63F3N5O9S4



> Among the records above, which one has the lowest relative energy (zero: lowest compared OMol25 entry of this formula, charge and spin)?

C31H63BaGeN4OP3S



> Among the records above, which one has the lowest relative energy (zero: lowest compared OMol25 entry of this formula, charge and spin)?

C31H63BaGeN4OP3S



> The highest orbital gap belongs to which entry?

C31H63BaGeN4OP3S